DFT (ωB97M-V/def2-TZVPD) results for a structure of composition CHBrS at a distorted geometry.

The total energy comes out at -81928.2138 eV. Its energy above the lowest of the compared OMol25 structures with the same formula, charge and spin is 1.484 eV. The HOMO energy (spin up / spin down) comes out at -9.232 / -9.233 eV. The lowest unoccupied orbital energy (spin up / spin down) is -2.15 / -2.15 eV.

Element x y z (Å)
Br 1.8892 0.8498 -0.0395
S -0.7360 -1.6348 -0.0487
C -0.5659 -0.0911 -0.1044
H -0.5874 0.8760 0.1926

Forces on atoms 1 to 2 (eV/Å):
Br -1.3 -0.6 -0.2
S -0.1 2.5 -0.5